Formula: C8H10
Source: the Open Molecules 2025 dataset
Level of theory: ωB97M-V with the def2-TZVPD basis set

Results
**Relative energy (zero: lowest compared OMol25 entry of this formula, charge and spin)**: 132.76 kcal/mol
**LUMO**: 0.46 eV
**Net charge**: 0
**Calculated total energy**: -310.6241 hartree
**Orbital gap**: 8.51 eV

Structure (XYZ):
```
18
Properties=species:S:1:pos:R:3:forces:R:3:mulliken_charge:R:1
C -1.413 1.483 0.075 -1.388 4.686 -4.594 -0.426
C -0.733 1.039 -1.229 3.001 2.210 -3.542 -0.623
C -1.097 0.452 0.952 1.935 -5.094 3.394 -0.427
C 0.647 -1.227 -1.053 -1.831 2.024 -1.964 -0.267
H 0.250 -1.748 -2.036 1.077 0.974 2.326 0.287
H -2.495 1.723 -0.269 1.517 -0.163 1.399 0.249
C 1.209 -0.852 1.152 -2.173 -1.041 1.766 -0.518
H -0.770 2.464 0.252 -1.975 -1.682 0.442 0.289
C 0.548 0.441 0.652 0.906 -4.153 0.861 -0.141
C 1.005 -1.830 0.200 1.171 -3.668 1.879 -0.344
H 1.171 1.128 1.196 -0.402 1.664 -0.536 0.470
C 0.469 0.148 -0.841 -1.995 -0.239 1.201 -0.141
H -1.491 -0.686 0.405 1.036 3.323 2.317 0.216
H 0.979 -3.165 0.362 0.568 4.570 -0.487 0.172
H -0.362 2.064 -1.697 -0.459 -2.020 0.482 0.232
H 1.414 -0.875 2.309 -0.121 -0.628 -2.594 0.295
H -1.325 0.605 2.120 0.314 -0.649 -2.716 0.270
H -1.195 0.564 -2.088 -1.181 -0.113 0.368 0.408
```
Forces are in eV/Å.

=====

Formula: C28H35CoN5OP2
Source: the Open Molecules 2025 dataset
Level of theory: ωB97M-V with the def2-TZVPD basis set

Results
**Relative energy (zero: lowest compared OMol25 entry of this formula, charge and spin)**: 19.33 kcal/mol
**LUMO (alpha / beta)**: 0.31 / 0.26 eV
**Net charge**: 0
**Calculated total energy**: -3501.9822 hartree
**Multiplicity**: 4
**Orbital gap (alpha / beta)**: 5.29 / 5.10 eV

Structure (XYZ):
```
72
Properties=species:S:1:pos:R:3:forces:R:3:mulliken_charge:R:1
H -1.355 4.004 -0.489 0.276 -0.030 -0.217 0.613
H 2.760 3.852 -4.563 -0.787 -0.400 -0.076 0.397
H -2.679 3.265 -2.166 -0.104 0.660 -0.047 0.982
H 1.081 4.723 -3.214 -0.084 -0.375 0.006 0.949
C 3.472 1.934 -3.103 -0.519 0.256 0.374 -0.940
H 1.054 -0.818 -1.884 -0.507 0.048 -0.140 0.393
H 3.875 1.288 -3.853 0.488 -0.076 -0.239 0.500
H -2.225 2.248 -5.360 0.795 0.175 0.432 0.195
H -0.114 0.875 -5.550 -0.776 0.386 -0.484 0.038
P 0.658 2.826 -0.567 1.238 -2.037 -2.075 -0.533
C -1.952 -1.171 -5.669 0.340 0.796 0.993 -1.134
N 0.986 3.687 0.800 0.346 1.722 1.786 0.662
H 2.090 0.717 -1.917 0.149 -0.636 -0.345 0.371
P -1.512 1.153 -2.414 -0.309 -0.675 0.892 1.274
C 1.747 3.926 -4.983 0.396 0.964 0.308 -0.102
H 1.378 3.880 4.084 -0.056 0.171 -0.137 0.432
C 1.978 5.132 2.261 -0.557 -0.855 -0.925 -0.800
C -3.408 0.204 -4.573 0.277 -0.834 -0.879 -0.689
H 2.562 5.964 2.662 -0.371 -0.398 -0.230 0.413
C -3.294 -0.688 -5.652 0.153 0.916 1.065 -0.842
H -1.503 -1.875 -6.351 -0.093 0.019 -0.056 0.490
H -0.483 -0.515 -1.075 -0.043 -0.211 0.043 0.201
H 1.872 5.476 0.001 0.160 -0.166 0.678 0.467
H -0.434 -1.493 -2.588 0.035 -0.198 0.561 0.532
C -5.063 0.850 -0.431 0.985 -0.039 -0.374 -0.569
H -5.979 1.223 0.014 0.247 -0.014 -0.123 0.441
H -0.201 -0.600 -4.372 -1.215 -0.567 0.072 0.963
C -3.401 -0.539 -1.123 -0.241 0.806 0.115 -0.544
H -2.715 -1.354 -1.338 -0.282 0.154 -0.015 0.349
H -4.255 0.772 -4.218 0.039 -0.102 0.037 0.511
C -4.062 1.617 -1.024 -0.187 -0.832 0.172 -0.492
H 0.988 4.446 -6.913 0.208 -0.188 0.034 0.315
N 0.483 1.328 0.134 0.083 -0.185 0.679 -0.451
Co 0.452 1.336 -3.928 1.495 0.448 2.764 -0.083
H -1.103 4.580 -6.757 0.237 -0.418 0.123 0.388
C -1.254 2.734 -5.540 0.724 -0.702 -0.091 -0.579
H 1.758 1.493 -6.539 -0.250 0.582 -0.228 0.287
C 1.363 4.043 3.016 -0.405 -0.030 -1.731 -0.785
H -2.361 4.515 -5.583 0.265 -0.023 -0.130 0.430
H -1.452 3.281 -3.379 0.234 0.209 0.268 -2.419
C -0.029 -0.616 -2.063 0.864 -2.073 -0.577 -1.622
H -5.148 -1.400 -0.095 0.176 0.440 -0.200 0.414
C 1.701 4.902 0.915 -0.167 -0.282 1.007 -0.349
H -3.999 2.696 -1.124 -0.150 -0.397 0.015 0.369
C 1.192 0.769 0.971 1.063 -1.335 0.176 0.724
O 1.845 0.121 1.705 -1.574 1.466 -1.438 -0.470
C -1.651 2.974 -2.355 -1.734 1.225 -0.986 0.700
C -4.636 -0.520 -0.490 0.660 0.241 -0.328 -0.663
C -1.305 4.237 -5.734 -1.187 0.256 -0.132 -1.059
N -3.037 0.770 -1.469 -0.169 -0.239 0.170 0.626
H 2.599 3.698 -6.912 -0.134 0.144 -0.057 0.506
C 0.764 4.402 -4.205 1.187 1.728 -0.669 -0.205
C 3.916 3.179 -2.662 0.218 -0.666 -0.288 -0.974
C -0.731 3.675 -1.340 -1.344 -0.141 0.090 -0.714
C 0.991 2.286 -6.678 0.647 0.172 0.567 -1.029
C -0.097 1.989 -5.638 -1.136 0.183 -3.589 1.299
C -1.278 -0.562 -4.618 -1.344 -0.287 -0.736 -1.113
C 2.170 1.611 -2.516 -0.112 0.500 0.181 -0.378
H -0.299 4.581 -1.807 0.002 -0.331 0.406 0.602
H -4.060 -0.934 -6.371 -0.123 -0.004 0.187 0.436
H -0.257 6.065 -5.186 0.123 -0.450 0.188 0.401
H 0.642 2.224 -7.732 -0.170 -0.174 0.753 0.314
H 4.831 3.689 -2.983 -0.481 -0.202 0.197 0.433
N 2.027 2.709 -1.514 -1.238 0.754 1.051 0.687
H 3.172 4.536 -1.153 -0.128 0.736 0.676 0.307
C 3.019 3.674 -1.731 0.700 -0.322 -0.728 -0.163
C 1.609 3.670 -6.447 0.279 0.018 -0.176 -0.943
H -1.126 5.308 -3.856 0.080 0.038 -0.257 0.331
H 0.053 2.387 2.282 0.128 0.000 0.017 0.573
C -0.487 5.087 -4.724 -0.163 -0.725 0.270 -1.223
C 0.717 3.214 2.106 1.239 1.447 0.708 -0.497
N -2.184 0.288 -3.939 1.603 -0.044 0.641 1.042
```
Forces are in eV/Å.

=====

Formula: H3OP
Source: the Open Molecules 2025 dataset
Level of theory: ωB97M-V with the def2-TZVPD basis set

Results
**Relative energy (zero: lowest compared OMol25 entry of this formula, charge and spin)**: 71.33 kcal/mol
**LUMO (alpha / beta)**: -1.88 / -1.89 eV
**Net charge**: 0
**Calculated total energy**: -418.2508 hartree
**Orbital gap (alpha / beta)**: 8.23 / 8.23 eV

Structure (XYZ):
```
5
Properties=species:S:1:pos:R:3:forces:R:3:mulliken_charge:R:1
P -0.582 1.089 0.269 0.489 -3.557 1.421 0.198
O 0.236 -1.218 -0.236 0.102 3.522 0.559 -0.682
H 0.682 1.022 0.918 -0.326 0.327 0.369 0.106
H 0.127 0.942 -0.828 1.077 0.507 -2.651 0.106
H -0.462 -1.836 -0.123 -1.342 -0.799 0.302 0.272
```
Forces are in eV/Å.

=====

Formula: C25H53O17P3S3
Source: the Open Molecules 2025 dataset
Level of theory: ωB97M-V with the def2-TZVPD basis set

Results
**Relative energy (zero: lowest compared OMol25 entry of this formula, charge and spin)**: 0.00 kcal/mol
**LUMO**: 0.31 eV
**Net charge**: 0
**Calculated total energy**: -4482.0948 hartree
**Orbital gap**: 9.58 eV

Structure (XYZ):
```
101
Properties=species:S:1:pos:R:3:forces:R:3:mulliken_charge:R:1
H 7.557 4.610 -7.451 0.121 0.076 0.082 0.099
C -3.511 -8.969 -4.071 0.077 -0.181 -0.078 -0.661
O -4.601 -1.983 6.748 0.148 -0.001 -0.477 -0.327
H -7.171 -3.561 8.453 0.023 0.054 -0.240 0.335
H -4.684 0.934 0.540 -0.078 -0.218 -0.052 0.439
H 6.806 5.212 -3.565 0.019 0.150 0.084 0.387
H -8.401 -2.314 8.768 0.003 -0.029 -0.062 0.280
C -4.374 -3.002 1.072 -1.140 -0.386 -0.646 -0.306
C 8.520 6.570 -4.831 0.095 -0.110 -0.409 -1.611
H -0.074 2.267 1.527 -0.029 -0.068 -0.004 0.437
O -6.686 -1.609 7.843 -0.384 1.566 -1.077 -0.358
C -3.628 0.723 0.357 0.108 0.429 0.251 -0.678
C -4.263 -4.208 0.132 0.423 0.101 0.606 -1.292
C -7.062 -0.902 4.242 -0.065 -0.097 -0.215 -0.722
C -7.333 -2.524 8.731 -0.446 -0.069 0.261 -0.665
O 4.140 2.363 -2.357 0.447 0.347 0.398 -0.559
P -6.164 -2.060 6.395 2.816 -3.739 0.242 0.885
H -3.008 -0.933 1.529 0.294 -0.135 -0.080 0.435
H -6.725 -0.197 3.487 0.138 -0.016 0.057 0.191
H -1.173 3.235 2.525 0.282 -0.172 0.159 0.265
H 9.310 6.903 -5.508 0.081 0.052 0.089 0.398
C 1.431 4.372 1.206 -0.743 -0.770 0.283 -0.814
H -3.478 2.041 2.077 0.091 0.000 0.125 0.302
H -7.543 -1.748 3.752 0.002 -0.046 0.086 0.308
C 7.765 4.775 -3.270 -0.406 -0.873 -0.522 -0.560
H -3.182 -9.921 -4.492 -0.039 -0.030 0.020 0.235
C -3.270 -11.626 -1.780 -0.092 -0.448 0.243 -0.646
H -4.085 -5.110 0.720 0.003 -0.094 -0.096 0.293
C -1.853 -7.623 0.411 -0.157 0.130 0.145 -0.760
H -3.508 -8.218 -4.857 0.025 0.010 0.006 0.264
H -0.504 5.213 1.668 -0.083 0.109 -0.152 0.465
O 11.223 4.363 -5.523 0.050 0.202 0.269 -0.535
H -3.500 -2.972 1.719 0.005 0.160 0.041 0.401
H -3.008 -12.258 -2.628 0.101 0.054 0.019 0.248
H -4.522 -9.064 -3.672 0.016 -0.005 0.032 0.338
O 9.003 4.203 -5.274 -0.632 0.480 -0.355 -0.313
C 8.837 5.197 -4.257 0.555 0.793 0.754 0.285
C -2.808 1.595 1.340 0.216 -0.118 -0.552 -0.830
C 7.101 5.338 -1.076 -0.167 0.877 0.205 0.586
O 2.456 2.896 -0.594 0.590 0.423 -0.443 -0.454
S 8.415 3.861 -8.153 0.217 -0.261 -0.417 -0.191
H -2.582 -1.075 -0.220 0.297 -0.128 0.317 0.138
C -3.343 -0.782 0.503 -1.121 0.660 -0.131 -0.771
O -6.687 -3.413 6.120 -0.539 0.317 0.102 -0.674
H 1.647 3.530 1.865 0.429 0.059 -0.012 0.439
H 9.775 5.304 -3.707 0.025 -0.306 0.064 0.360
H 1.439 4.568 -0.915 -0.246 0.480 0.403 0.598
O -4.229 -9.049 -1.102 0.275 -0.367 0.440 -0.682
H -5.175 -4.368 -0.440 0.055 0.103 -0.176 0.342
C 3.392 4.996 -0.443 1.020 0.131 0.346 0.529
H -2.985 -3.061 7.337 0.001 0.025 -0.010 0.262
O -2.348 -10.534 -1.799 1.472 0.733 1.027 -0.366
H -1.161 -6.801 0.572 -0.001 0.017 -0.135 0.254
S 4.943 4.311 0.326 -0.387 -0.360 0.667 -0.201
C -4.583 -1.677 0.300 1.019 -0.292 0.065 -0.661
H -3.401 -4.064 -0.522 -0.140 -0.148 -0.262 0.343
H 6.720 3.265 -0.776 -0.067 -0.062 0.032 0.541
C 2.121 4.222 -0.127 -0.166 0.582 -0.244 -0.571
H -2.671 3.560 0.522 0.216 0.184 -0.158 0.263
H 9.913 5.644 -7.692 0.414 0.054 -0.034 0.216
H 5.700 3.994 -1.971 -0.212 -0.057 0.076 0.142
H 7.587 6.577 -5.396 -0.090 -0.073 0.098 0.366
O -5.906 -1.354 4.977 -1.584 1.872 1.166 -0.055
C 6.137 4.162 -0.994 0.648 0.284 -0.267 -0.361
H -3.149 -12.200 -0.863 -0.032 0.054 0.026 0.280
S 3.040 3.212 -2.080 -1.139 -1.322 -0.475 1.178
H -4.517 -3.954 7.417 -0.029 0.019 -0.011 0.340
O -2.170 -7.668 -0.996 1.791 -1.826 0.947 -0.234
C 9.971 4.573 -7.507 -1.544 -0.255 0.534 -0.506
H -2.762 -7.447 0.985 -0.027 -0.058 -0.034 0.302
H -1.672 2.376 -0.331 0.050 0.067 -0.040 0.438
O 7.006 6.329 -0.417 0.171 -0.372 0.103 -0.519
H -4.684 -1.901 -0.765 -0.127 0.018 -0.018 0.353
C -4.041 -2.987 7.586 -0.019 0.068 0.200 -0.675
H 2.042 7.099 0.285 -0.011 -0.183 0.141 0.069
H -4.302 -11.304 -1.880 0.043 0.218 0.107 0.330
P 3.404 6.779 0.078 -0.045 0.778 -1.123 0.404
H -0.413 4.586 0.023 0.162 0.185 -0.046 0.499
H 1.731 5.272 1.740 0.396 0.045 -0.222 0.600
H -1.382 -8.548 0.744 0.024 0.008 0.024 0.363
C -0.114 4.401 1.056 0.063 -0.486 0.291 -1.079
H -2.109 0.960 1.891 -0.027 -0.058 0.023 0.434
H -4.136 -2.700 8.636 -0.036 -0.037 0.014 0.236
O 4.058 7.674 -0.891 0.062 -0.029 -0.058 -0.568
H -5.502 -1.168 0.591 0.066 0.056 0.219 0.477
H -7.775 -0.397 4.893 -0.027 0.009 -0.018 0.379
C -1.996 2.711 0.657 -0.253 -0.409 0.422 -0.785
C -0.789 3.090 1.512 -0.475 0.641 -0.153 -0.549
H -6.905 -2.344 9.716 0.020 0.103 -0.052 0.249
H 3.978 6.763 1.359 -0.230 -0.356 0.071 0.102
H -5.253 -3.175 1.698 0.154 0.025 0.263 0.148
C 10.130 4.372 -6.010 0.853 -0.299 -0.239 0.598
H -3.434 1.081 -0.656 -0.022 -0.165 -0.092 0.458
H 7.623 3.691 -3.314 0.259 -0.050 0.129 0.342
H 10.801 4.107 -8.022 0.077 0.117 -0.080 0.393
O 8.133 5.220 -1.964 -0.287 -0.050 -0.163 -0.322
O 1.938 3.162 -2.972 -0.002 0.673 -0.110 -0.620
H 8.452 7.284 -4.012 -0.050 0.030 0.008 0.429
O 3.478 4.778 -1.863 -0.124 -0.725 0.239 -0.325
P -2.824 -9.020 -1.559 -3.472 1.230 -2.897 1.082
O -2.600 -8.531 -3.070 -0.016 0.480 0.112 -0.345
```
Forces are in eV/Å.